[1]
{
  "formula": "CNOS3",
  "method": "wB97M-V/def2-TZVPD",
  "species": ["O", "C", "N", "S", "S", "S"],
  "xyz": [[-0.9594, 2.0451, -1.1369], [-1.1384, 0.9528, -0.7567], [-1.3706, -0.1732, -0.4651], [-0.2730, -1.5143, 0.1692], [1.0070, -0.9162, 1.4583], [2.7344, -0.3942, 0.7311]],
  "lowdin_charge": [0.089, -0.519, -0.253, 0.288, -0.316, -0.289],
  "smiles": "O=C=NSS[S-]",
  "de_lowest_kcal_mol": 0.0,
  "e_tot_ev": -37081.868,
  "charge": -1,
  "orbital_gap_ev": 6.766,
  "lumo_energy_ev": 3.56
}

[2]
{
  "formula": "H10NaO5",
  "method": "wB97M-V/def2-TZVPD",
  "species": ["Na", "O", "H", "H", "O", "H", "H", "O", "H", "H", "O", "H", "H", "O", "H", "H"],
  "xyz": [[-26.6345, 9.2300, -8.9881], [-25.4026, 9.3446, -11.6845], [-25.7877, 8.8250, -12.3902], [-24.4818, 9.4363, -11.9290], [-27.6733, 7.2862, -10.4106], [-28.2057, 7.5023, -11.1762], [-27.3234, 6.4156, -10.5996], [-27.3359, 8.4710, -6.7557], [-27.3834, 7.7284, -6.1536], [-28.0506, 9.0467, -6.4836], [-28.4913, 10.9367, -9.2635], [-29.3742, 10.6660, -9.0116], [-28.6273, 11.5925, -9.9473], [-24.7847, 10.7248, -8.1282], [-24.6004, 11.3011, -8.8700], [-23.9249, 10.4086, -7.8507]],
  "lowdin_charge": [0.558, -0.036, 0.043, 0.049, -0.025, 0.056, 0.060, -0.024, 0.065, 0.059, -0.023, 0.060, 0.063, -0.024, 0.056, 0.063],
  "de_lowest_kcal_mol": 6.4,
  "e_tot_ev": -14812.840,
  "charge": 1,
  "orbital_gap_ev": 12.157,
  "lumo_energy_ev": -3.18
}

Here are the calculated E_HOMO numbers, same order: -3.202, -15.338 (eV).